Entry 1:
{"formula": "C45H90O29", "method": "ωB97M-V/def2-TZVPD", "largest_force_ev_per_a": 5.61, "e_tot_ev": -107498.4115, "elements": ["C", "O", "C", "O", "O", "C", "H", "H", "H", "H", "H", "H", "C", "O", "C", "O", "O", "C", "H", "H", "H", "H", "H", "H", "C", "O", "C", "O", "O", "C", "H", "H", "H", "H", "H", "H", "C", "O", "C", "O", "O", "C", "H", "H", "H", "H", "H", "H", "C", "O", "C", "O", "O", "C", "H", "H", "H", "H", "H", "H", "C", "O", "C", "O", "O", "C", "H", "H", "H", "H", "H", "H", "C", "O", "C", "O", "O", "C", "H", "H", "H", "H", "H", "H", "C", "C", "O", "C", "H", "H", "H", "H", "H", "H", "C", "C", "O", "C", "H", "H", "H", "H", "H", "H", "C", "C", "O", "C", "H", "H", "H", "H", "H", "H", "C", "C", "O", "C", "H", "H", "H", "H", "H", "H", "C", "C", "O", "C", "H", "H", "H", "H", "H", "H", "C", "C", "O", "C", "H", "H", "H", "H", "H", "H", "C", "C", "O", "C", "H", "H", "H", "H", "H", "H", "C", "C", "O", "C", "H", "H", "H", "H", "H", "H"], "positions_angstrom": [[-5.044, 6.989, -21.250], [-3.641, 7.299, -21.306], [-3.243, 8.609, -21.406], [-3.956, 9.619, -21.429], [-1.988, 8.580, -21.274], [-1.246, 9.761, -21.063], [-5.532, 6.775, -22.201], [-5.543, 7.822, -20.755], [-5.107, 6.077, -20.656], [-0.174, 9.662, -21.232], [-1.341, 10.171, -20.058], [-1.571, 10.441, -21.851], [-3.380, 2.458, -17.918], [-4.372, 3.496, -17.887], [-5.298, 3.574, -16.882], [-5.328, 2.844, -15.892], [-6.252, 4.517, -17.161], [-6.102, 5.482, -18.163], [-3.435, 1.938, -18.875], [-3.669, 1.674, -17.218], [-2.373, 2.784, -17.659], [-5.252, 6.139, -17.979], [-7.016, 6.076, -18.148], [-5.968, 5.054, -19.156], [-4.240, 2.105, -22.199], [-4.845, 2.015, -20.948], [-6.006, 2.652, -20.718], [-6.419, 3.592, -21.368], [-6.512, 2.132, -19.585], [-7.827, 2.468, -19.109], [-4.239, 1.145, -22.716], [-3.194, 2.372, -22.043], [-4.680, 2.837, -22.875], [-7.918, 1.912, -18.175], [-8.500, 2.222, -19.931], [-8.000, 3.540, -19.023], [3.179, 10.909, -21.077], [3.367, 10.051, -22.188], [4.387, 10.243, -22.971], [5.164, 11.238, -23.021], [4.440, 9.158, -23.754], [5.586, 8.945, -24.597], [3.519, 10.281, -20.254], [2.161, 11.262, -20.908], [3.792, 11.808, -21.140], [5.601, 9.685, -25.398], [5.565, 8.004, -25.148], [6.554, 9.003, -24.099], [0.370, 12.476, -23.158], [0.985, 13.763, -22.946], [0.228, 14.830, -23.239], [-1.015, 14.882, -23.373], [1.067, 15.889, -23.286], [0.702, 17.194, -23.581], [-0.170, 12.276, -22.232], [1.104, 11.694, -23.352], [-0.285, 12.385, -24.025], [0.372, 17.219, -24.619], [1.447, 17.950, -23.335], [-0.205, 17.525, -23.074], [-1.870, 4.887, -15.306], [-2.200, 5.975, -16.147], [-1.404, 7.040, -16.173], [-0.287, 7.154, -15.638], [-1.957, 7.902, -16.960], [-1.377, 9.191, -17.145], [-0.900, 4.966, -14.813], [-1.781, 3.983, -15.908], [-2.729, 4.701, -14.661], [-0.324, 9.053, -17.389], [-1.460, 9.834, -16.270], [-1.834, 9.692, -17.999], [-3.293, 7.532, -24.501], [-1.856, 7.584, -24.669], [-1.169, 8.787, -24.962], [-1.720, 9.948, -25.064], [0.093, 8.480, -25.162], [1.038, 9.524, -25.176], [-3.831, 7.319, -25.425], [-3.767, 8.467, -24.202], [-3.572, 6.692, -23.864], [1.575, 9.601, -24.231], [0.725, 10.490, -25.572], [1.855, 9.134, -25.784], [-5.384, 14.067, -18.380], [-4.064, 13.311, -18.286], [-3.284, 13.361, -17.320], [-3.705, 12.410, -19.472], [-5.881, 14.205, -17.419], [-6.085, 13.498, -18.991], [-5.267, 15.044, -18.849], [-4.278, 11.482, -19.451], [-2.641, 12.179, -19.414], [-4.015, 12.912, -20.388], [0.985, 5.992, -23.393], [1.911, 6.648, -22.428], [1.508, 7.419, -21.578], [3.384, 6.406, -22.614], [0.850, 4.917, -23.274], [1.300, 6.112, -24.429], [-0.032, 6.382, -23.393], [3.713, 6.517, -23.647], [3.747, 5.400, -22.403], [3.952, 7.065, -21.958], [-4.289, 12.231, -23.657], [-4.868, 13.445, -23.032], [-6.076, 13.569, -22.941], [-4.021, 14.605, -22.624], [-3.622, 11.708, -22.971], [-3.698, 12.553, -24.514], [-5.107, 11.542, -23.869], [-3.916, 15.227, -23.514], [-2.984, 14.377, -22.377], [-4.383, 15.201, -21.786], [-9.445, 5.786, -19.388], [-9.021, 7.197, -19.907], [-8.344, 7.280, -20.913], [-9.315, 8.446, -19.060], [-9.186, 5.736, -18.331], [-8.878, 5.024, -19.923], [-10.513, 5.598, -19.495], [-9.751, 9.341, -19.504], [-8.280, 8.475, -18.718], [-10.058, 8.156, -18.318], [-7.234, 3.558, -24.994], [-6.968, 4.932, -24.407], [-5.897, 5.490, -24.598], [-7.941, 5.611, -23.427], [-6.657, 2.776, -24.500], [-7.003, 3.563, -26.059], [-8.293, 3.346, -24.848], [-7.340, 6.485, -23.176], [-8.111, 5.009, -22.535], [-8.862, 5.808, -23.976], [-1.532, 5.684, -19.742], [-1.633, 4.502, -20.687], [-1.149, 3.398, -20.367], [-2.293, 4.730, -22.031], [-1.181, 5.287, -18.789], [-2.571, 5.974, -19.585], [-0.993, 6.477, -20.260], [-3.372, 4.706, -21.877], [-2.064, 3.945, -22.751], [-1.898, 5.600, -22.554], [0.385, 13.760, -17.400], [0.036, 13.243, -18.769], [0.006, 12.030, -19.053], [-0.528, 14.250, -19.689], [-0.444, 14.002, -16.736], [0.978, 14.655, -17.590], [1.013, 13.102, -16.801], [-1.060, 13.698, -20.464], [0.278, 14.793, -20.181], [-1.218, 14.806, -19.054], [-6.821, 10.951, -20.327], [-8.134, 11.147, -21.037], [-9.079, 11.780, -20.615], [-8.336, 10.390, -22.360], [-6.068, 10.922, -21.115], [-6.800, 9.969, -19.855], [-6.638, 11.762, -19.622], [-8.289, 9.317, -22.174], [-7.618, 10.717, -23.112], [-9.335, 10.655, -22.707]]}

---

Entry 2:
{"formula": "C43H34IN5O5ReS3SbSe4", "method": "ωB97M-V/def2-TZVPD", "charge": 2, "largest_force_ev_per_a": 2.25, "e_tot_ev": -373466.8586, "elements": ["Re", "N", "S", "N", "S", "N", "S", "N", "C", "C", "C", "C", "C", "C", "C", "C", "C", "C", "C", "C", "C", "C", "C", "C", "C", "C", "C", "C", "C", "C", "C", "C", "C", "C", "C", "C", "C", "C", "C", "C", "C", "C", "C", "C", "H", "H", "H", "H", "H", "H", "H", "H", "H", "H", "H", "H", "H", "H", "H", "H", "H", "H", "H", "H", "H", "H", "H", "H", "H", "H", "H", "H", "H", "H", "Se", "Sb", "Se", "Se", "Se", "O", "N", "O", "O", "I", "C", "C", "C", "C", "C", "C", "C", "O", "O", "H", "H", "H", "H"], "positions_angstrom": [[0.241, -0.391, -0.324], [1.179, 0.115, 1.395], [0.982, -0.087, 2.907], [-0.469, -0.430, 3.482], [-1.160, -1.828, 3.712], [-1.574, -2.668, 2.485], [-2.123, -1.884, 1.135], [-1.273, -0.709, 0.862], [-2.495, -3.291, 0.074], [-2.300, -4.568, 0.566], [-2.578, -5.649, -0.255], [-3.043, -5.433, -1.543], [-3.269, -4.148, -2.012], [-2.993, -3.063, -1.196], [-3.722, -1.204, 1.584], [-3.822, 0.167, 1.748], [-5.047, 0.730, 2.062], [-6.157, -0.086, 2.207], [-6.048, -1.460, 2.049], [-4.824, -2.027, 1.729], [-0.227, -2.886, 4.796], [0.307, -4.094, 4.386], [0.925, -4.894, 5.334], [0.994, -4.485, 6.656], [0.485, -3.254, 7.043], [-0.131, -2.444, 6.108], [-2.642, -1.437, 4.607], [-3.478, -2.518, 4.840], [-4.700, -2.302, 5.448], [-5.071, -1.014, 5.805], [-4.223, 0.057, 5.567], [-2.993, -0.149, 4.964], [1.292, 1.448, 3.783], [0.202, 2.275, 4.012], [0.364, 3.412, 4.784], [1.608, 3.719, 5.316], [2.699, 2.908, 5.041], [2.551, 1.765, 4.270], [2.103, -1.332, 3.518], [2.561, -2.300, 2.644], [3.463, -3.250, 3.096], [3.897, -3.216, 4.410], [3.402, -2.260, 5.286], [2.497, -1.310, 4.848], [-1.915, -4.687, 1.566], [-2.413, -6.652, 0.109], [-3.224, -6.277, -2.188], [-3.639, -3.986, -3.013], [-3.130, -2.049, -1.540], [-2.939, 0.776, 1.622], [-5.138, 1.799, 2.185], [-7.117, 0.350, 2.437], [-6.919, -2.087, 2.162], [-4.724, -3.092, 1.587], [0.236, -4.400, 3.354], [1.343, -5.842, 5.036], [1.449, -5.131, 7.391], [0.559, -2.932, 8.068], [-0.544, -1.484, 6.379], [-3.161, -3.506, 4.539], [-5.357, -3.135, 5.638], [-6.031, -0.844, 6.268], [-4.516, 1.056, 5.847], [-2.306, 0.657, 4.767], [-0.759, 2.011, 3.600], [-0.479, 4.057, 4.979], [1.722, 4.584, 5.951], [3.671, 3.153, 5.434], [3.400, 1.133, 4.059], [2.204, -2.309, 1.627], [3.833, -3.993, 2.411], [4.624, -3.934, 4.754], [3.730, -2.240, 6.311], [2.117, -0.560, 5.521], [2.621, 3.416, 0.910], [3.163, 1.098, 0.726], [0.183, 1.879, -0.881], [2.413, -0.594, -1.136], [4.953, -0.068, 1.770], [0.479, -2.773, 0.271], [0.133, -3.053, -0.902], [-0.022, -4.168, -1.284], [-0.050, -2.065, -1.647], [-7.736, 2.626, -4.498], [-5.868, 2.081, -3.702], [-5.580, 0.740, -3.470], [-4.384, 0.387, -2.885], [-3.466, 1.376, -2.521], [-3.745, 2.716, -2.806], [-4.937, 3.066, -3.396], [-2.205, 1.047, -1.861], [-1.535, 2.105, -1.460], [-1.783, -0.089, -1.676], [-6.291, -0.020, -3.749], [-4.166, -0.655, -2.711], [-3.025, 3.480, -2.562], [-5.142, 4.101, -3.618]]}

---

Entry 3:
{"formula": "C22H23N7OPtSSe", "method": "ωB97M-V/def2-TZVPD", "spin_multiplicity": 3, "charge": 2, "largest_force_ev_per_a": 1.68, "e_tot_ev": -115077.7346, "elements": ["Pt", "C", "C", "C", "N", "N", "C", "N", "S", "H", "H", "H", "H", "H", "H", "H", "Se", "N", "C", "C", "C", "C", "N", "C", "N", "H", "H", "H", "C", "C", "O", "C", "C", "C", "C", "C", "C", "H", "H", "H", "H", "H", "H", "H", "H", "C", "C", "C", "N", "C", "C", "H", "H", "H", "H", "H"], "positions_angstrom": [[0.005, -0.310, -0.137], [-2.289, 5.316, -0.126], [-2.913, 4.083, 0.537], [-1.847, 3.168, 0.996], [-1.449, 2.112, 0.395], [-0.418, 1.495, 0.977], [0.007, 2.071, 2.085], [0.991, 1.610, 2.856], [-0.907, 3.508, 2.453], [-3.074, 5.993, -0.450], [-1.696, 5.026, -0.990], [-1.650, 5.849, 0.574], [-3.555, 3.560, -0.173], [-3.513, 4.397, 1.393], [1.578, 0.864, 2.510], [1.291, 2.140, 3.656], [2.336, -0.715, -3.679], [1.265, -0.039, -4.847], [0.131, 0.349, -4.277], [-0.987, 0.980, -4.856], [-2.014, 1.324, -4.012], [-1.963, 1.019, -2.636], [-0.950, 0.394, -2.080], [0.092, 0.093, -2.869], [1.189, -0.470, -2.360], [-1.003, 1.180, -5.916], [-2.887, 1.830, -4.393], [-2.771, 1.299, -1.977], [4.331, -0.914, 0.681], [2.903, -1.356, 0.671], [2.012, -0.558, 0.985], [2.594, -2.750, 0.321], [1.364, -3.050, -0.272], [1.006, -4.349, -0.563], [1.887, -5.383, -0.275], [3.113, -5.103, 0.311], [3.473, -3.800, 0.606], [4.393, 0.172, 0.675], [4.868, -1.324, -0.170], [4.823, -1.267, 1.588], [0.701, -2.219, -0.568], [0.050, -4.559, -1.018], [1.615, -6.398, -0.518], [3.795, -5.906, 0.540], [4.419, -3.604, 1.088], [-2.813, -3.842, 1.838], [-1.881, -3.188, 2.633], [-1.222, -2.082, 2.118], [-1.465, -1.629, 0.891], [-2.380, -2.231, 0.132], [-3.075, -3.345, 0.569], [-3.327, -4.718, 2.202], [-1.669, -3.531, 3.632], [-0.482, -1.549, 2.701], [-2.562, -1.806, -0.849], [-3.802, -3.819, -0.072]]}